Entry from the OMol25 dataset: a 12-piece molecular cluster, C22H68N8O12 overall (wB97M-V/def2-TZVPD).

CARTESIAN COORDINATES (ANGSTROEM)
N  -12.2403  -7.5418  37.2591
C  -11.3103  -6.9221  36.6021
N  -10.1420  -7.4270  36.9809
O  -11.4257  -6.1010  35.6981
H  -12.0738  -8.2696  37.9393
H  -13.1571  -7.1814  37.0360
H  -9.2495  -7.1598  36.5906
H  -10.1443  -8.1838  37.6497
N  -6.8618  -4.7843  40.4139
C  -6.6856  -4.8483  41.7043
N  -5.5006  -4.4411  42.1167
O  -7.5805  -5.1243  42.5077
H  -6.1588  -4.6462  39.7020
H  -7.7586  -5.0975  40.0707
H  -5.3069  -4.5158  43.1052
H  -4.8081  -3.9775  41.5461
N  -10.3896  -9.4553  42.8988
C  -9.9048  -10.0473  41.8432
N  -8.8117  -10.6525  42.1851
O  -10.4613  -10.2869  40.7274
H  -11.2340  -8.9284  42.7273
H  -9.7923  -9.2767  43.6934
H  -8.4552  -11.3072  41.5036
H  -8.4740  -10.7456  43.1324
N  -1.2322  -8.3174  40.7407
C  -2.0055  -8.9495  41.6191
N  -3.1463  -9.1859  41.1066
O  -1.5422  -9.2174  42.6594
H  -1.2237  -8.3957  39.7337
H  -0.3296  -8.1131  41.1453
H  -3.3216  -8.8593  40.1671
H  -3.8491  -9.7593  41.5508
C  -18.5961  -5.9411  41.9750
C  -18.4625  -7.4345  42.1843
C  -17.1775  -7.9328  41.6463
O  -18.5151  -7.7690  43.5224
H  -17.7635  -5.3973  42.4214
H  -19.4568  -5.5250  42.4985
H  -18.5823  -5.5156  40.9716
H  -19.2848  -7.9617  41.7007
H  -17.2325  -7.8032  40.5655
H  -17.0353  -9.0124  41.6952
H  -16.2051  -7.4959  41.8739
H  -18.4434  -6.9062  43.9371
C  -12.4147  -5.5972  47.7770
C  -12.9904  -4.4057  48.4302
C  -11.9128  -3.4195  48.8383
O  -13.9126  -3.7281  47.6659
H  -11.7836  -5.3697  46.9179
H  -13.2643  -6.1920  47.4416
H  -11.7861  -6.1529  48.4728
H  -13.5655  -4.7001  49.3080
H  -11.4451  -2.9845  47.9550
H  -11.2784  -3.8134  49.6324
H  -12.4408  -2.5739  49.2791
H  -14.7347  -4.2200  47.6051
C  -13.0154  -14.3970  45.3250
C  -12.9745  -13.6177  46.5561
C  -11.5104  -13.2679  47.0821
O  -13.6887  -12.4503  46.2935
H  -14.0497  -14.6182  45.0618
H  -12.5231  -15.3677  45.3833
H  -12.5074  -13.9135  44.4905
H  -13.4183  -14.3057  47.2756
H  -10.8889  -14.1474  47.2503
H  -11.5579  -12.6901  48.0051
H  -10.9357  -12.6977  46.3523
H  -13.2840  -12.0571  45.5168
C  -12.0181  -15.3211  38.5261
C  -12.0432  -14.3850  37.2848
C  -13.1476  -13.3353  37.2779
O  -10.8526  -13.6831  37.2117
H  -11.0920  -15.8938  38.4776
H  -12.9383  -15.8869  38.3806
H  -12.2052  -14.7341  39.4253
H  -12.1709  -14.9368  36.3535
H  -13.0847  -12.3871  36.7440
H  -13.4989  -13.0127  38.2581
H  -13.9259  -13.8942  36.7584
H  -10.9277  -12.9812  37.8624
C  -6.1031  -9.9398  35.6258
C  -5.2302  -8.7556  35.0857
C  -5.5967  -8.4737  33.5658
O  -5.3296  -7.5543  35.8333
H  -5.7703  -9.9902  36.6625
H  -5.8369  -10.8951  35.1735
H  -7.0928  -9.6595  35.2653
H  -4.1560  -8.9174  34.9962
H  -4.8279  -7.8638  33.0913
H  -6.4861  -7.8476  33.4949
H  -5.7996  -9.4246  33.0733
H  -4.7280  -6.8783  35.5129
C  -6.9591  -16.3083  44.3470
C  -7.5457  -17.6862  44.2086
C  -8.1115  -17.9043  42.7984
O  -6.6486  -18.7405  44.4520
H  -7.7353  -15.6048  44.0458
H  -6.1398  -16.2214  43.6333
H  -6.5326  -15.9564  45.2864
H  -8.2333  -17.7651  45.0507
H  -8.7037  -18.8114  42.6785
H  -7.3062  -18.1147  42.0946
H  -8.7035  -17.0531  42.4620
H  -5.8108  -18.4572  44.0787
O  -6.3419  -10.1741  45.9485
H  -6.4845  -9.4874  46.6000
H  -5.4934  -10.5519  46.1800
O  -6.6391  -14.7712  38.8668
H  -6.1363  -15.5857  38.8615
H  -7.2199  -14.8427  38.1093

Values from the calculation:
- energy above the lowest of the compared OMol25 structures with the same formula, charge and spin (eV) = 0.000
- electronic energy (eV) = -60406.377
- SMILES = NC(N)=O.NC(N)=O.NC(N)=O.NC(N)=O.CC(C)O.CC(C)O.CC(C)O.CC(C)O.CC(C)O.CC(C)O.O.O
- LUMO (hartree) = -0.0037

Results of the Mulliken charge analysis, in e, for atoms 1 through 99: atom 1 (N): -0.36, atom 2 (C): 0.70, atom 3 (N): -0.31, atom 4 (O): -0.68, atom 5 (H): 0.18, atom 6 (H): 0.21, atom 7 (H): 0.15, atom 8 (H): 0.11, atom 9 (N): -0.37, atom 10 (C): 0.65, atom 11 (N): -0.39, atom 12 (O): -0.68, atom 13 (H): 0.18, atom 14 (H): 0.21, atom 15 (H): 0.22, atom 16 (H): 0.17, atom 17 (N): -0.39, atom 18 (C): 0.66, atom 19 (N): -0.37, atom 20 (O): -0.72, atom 21 (H): 0.23, atom 22 (H): 0.19, atom 23 (H): 0.23, atom 24 (H): 0.16, atom 25 (N): -0.47, atom 26 (C): 0.61, atom 27 (N): -0.32, atom 28 (O): -0.61, atom 29 (H): 0.20, atom 30 (H): 0.22, atom 31 (H): 0.17, atom 32 (H): 0.20, atom 33 (C): -1.49, atom 34 (C): 0.68, atom 35 (C): -1.32, atom 36 (O): -0.53, atom 37 (H): 0.41, atom 38 (H): 0.39, atom 39 (H): 0.37, atom 40 (H): 0.15, atom 41 (H): 0.36, atom 42 (H): 0.35, atom 43 (H): 0.31, atom 44 (H): 0.34, atom 45 (C): -1.14, atom 46 (C): 0.50, atom 47 (C): -1.29, atom 48 (O): -0.57, atom 49 (H): 0.28, atom 50 (H): 0.31, atom 51 (H): 0.33, atom 52 (H): 0.22, atom 53 (H): 0.35, atom 54 (H): 0.37, atom 55 (H): 0.31, atom 56 (H): 0.32, atom 57 (C): -1.27, atom 58 (C): 0.38, atom 59 (C): -1.08, atom 60 (O): -0.53, atom 61 (H): 0.31, atom 62 (H): 0.36, atom 63 (H): 0.33, atom 64 (H): 0.27, atom 65 (H): 0.35, atom 66 (H): 0.30, atom 67 (H): 0.23, atom 68 (H): 0.34, atom 69 (C): -1.10, atom 70 (C): 0.40, atom 71 (C): -1.32, atom 72 (O): -0.53, atom 73 (H): 0.29, atom 74 (H): 0.34, atom 75 (H): 0.28, atom 76 (H): 0.33, atom 77 (H): 0.36, atom 78 (H): 0.31, atom 79 (H): 0.36, atom 80 (H): 0.30, atom 81 (C): -1.21, atom 82 (C): 0.49, atom 83 (C): -1.30, atom 84 (O): -0.57, atom 85 (H): 0.30, atom 86 (H): 0.34, atom 87 (H): 0.37, atom 88 (H): 0.24, atom 89 (H): 0.38, atom 90 (H): 0.34, atom 91 (H): 0.32, atom 92 (H): 0.31, atom 93 (C): -1.30, atom 94 (C): 0.46, atom 95 (C): -1.14, atom 96 (O): -0.54, atom 97 (H): 0.32, atom 98 (H): 0.33, atom 99 (H): 0.35



Entry from the OMol25 dataset: C22H70BO11Sr as an isolated structure (wB97M-V/def2-TZVPD).

CARTESIAN COORDINATES (ANGSTROEM)
Sr  -1.1582  10.2427  -29.4914
B  -3.4781  9.1855  -28.9643
H  -2.7783  8.3046  -29.2877
H  -4.6263  8.8537  -28.8514
H  -3.0724  9.6287  -27.9496
H  -3.4001  10.0333  -29.7653
C  -5.8584  11.9708  -33.3891
C  -6.3857  11.9573  -31.9683
O  -5.3212  12.1140  -31.0222
H  -5.0220  11.2776  -33.5057
H  -5.5188  12.9655  -33.6685
H  -6.6572  11.6371  -34.0503
H  -7.0240  11.0921  -31.7687
H  -7.0451  12.8345  -31.8748
H  -5.6654  11.8374  -30.1495
C  -2.7923  14.0922  -32.1595
C  -1.9703  12.8284  -32.0302
O  -2.4230  11.9865  -30.9537
H  -2.6670  14.7521  -31.2986
H  -3.8575  13.8638  -32.1958
H  -2.5074  14.6354  -33.0602
H  -0.9159  13.0513  -31.8595
H  -2.0445  12.2528  -32.9620
H  -3.4050  11.9916  -30.9994
C  -5.3355  11.9907  -25.0691
C  -4.1328  11.7632  -25.9539
O  -4.2016  12.4869  -27.1757
H  -5.4607  13.0366  -24.7957
H  -5.2839  11.3692  -24.1719
H  -6.2359  11.6699  -25.6056
H  -4.0204  10.6860  -26.1360
H  -3.1948  12.0554  -25.4752
H  -4.8892  12.0773  -27.7198
C  -2.7885  4.7056  -26.4598
C  -2.2176  5.7640  -27.3695
O  -1.0174  5.3368  -28.0337
H  -2.0847  4.5380  -25.6340
H  -2.8948  3.7510  -26.9742
H  -3.7324  4.9956  -26.0019
H  -2.0008  6.6771  -26.8068
H  -2.9362  6.0145  -28.1520
H  -0.3384  5.1925  -27.3652
C  -6.5582  6.8393  -27.0327
C  -5.9677  7.8259  -26.0259
O  -4.5907  8.0727  -26.2674
H  -6.5975  7.2666  -28.0328
H  -7.5545  6.5390  -26.7003
H  -5.9647  5.9213  -27.0260
H  -6.1119  7.4840  -25.0040
H  -6.5135  8.7729  -26.1316
H  -4.4840  8.6241  -27.0694
C  -4.0984  5.2180  -31.4874
C  -5.1393  5.8655  -30.6004
O  -5.2035  7.2772  -30.7879
H  -4.2517  5.5152  -32.5257
H  -4.1744  4.1298  -31.4441
H  -3.0948  5.5188  -31.1793
H  -4.9278  5.6625  -29.5409
H  -6.1370  5.4556  -30.7628
H  -4.5548  7.6944  -30.2056
C  -8.2164  11.8728  -28.5576
C  -7.4718  10.5580  -28.6402
O  -6.0653  10.8364  -28.6618
H  -8.1277  12.4299  -29.4874
H  -7.8225  12.4683  -27.7312
H  -9.2588  11.6835  -28.3002
H  -7.7522  10.0086  -29.5436
H  -7.7119  9.9260  -27.7793
H  -5.5493  10.0577  -28.9390
C  1.1286  9.9433  -25.3382
C  0.5917  9.4565  -26.6667
O  -0.7344  9.9015  -26.8986
H  0.5088  9.6083  -24.5063
H  1.1850  11.0325  -25.2964
H  2.1455  9.5817  -25.1616
H  0.6257  8.3622  -26.7005
H  1.2436  9.8105  -27.4745
H  -1.3056  9.4551  -26.2239
C  -3.0969  8.7171  -22.6850
C  -2.3530  7.8195  -23.6456
O  -2.2949  8.3715  -24.9708
H  -2.5792  9.6727  -22.5947
H  -3.1038  8.2684  -21.6891
H  -4.1289  8.8719  -22.9972
H  -2.8061  6.8216  -23.6969
H  -1.3275  7.6523  -23.3083
H  -3.1362  8.1803  -25.4287
C  -3.3009  8.9847  -33.0240
C  -2.1327  8.3783  -32.2844
O  -1.1537  9.4038  -31.9060
H  -2.9981  9.4235  -33.9775
H  -3.8076  9.6979  -32.3774
H  -3.9797  8.1721  -33.2909
H  -1.6035  7.6534  -32.9071
H  -2.4714  7.9017  -31.3734
H  -0.7659  9.7510  -32.7148
C  1.9409  7.0260  -29.2032
C  0.6735  7.0778  -30.0330
O  -0.4011  7.7842  -29.3472
H  2.3914  8.0177  -29.1079
H  2.6708  6.3201  -29.5967
H  1.7540  6.7176  -28.1689
H  0.3422  6.0815  -30.3178
H  0.8532  7.6716  -30.9308
H  -0.8149  7.1009  -28.7899

Values from the calculation:
- energy above the lowest of the compared OMol25 structures with the same formula, charge and spin (eV) = 0.000
- electronic energy (eV) = -47979.981
- LUMO (hartree) = -0.1058
- net charge = +1

Results of the Mulliken charge analysis, in e, for atoms 1 through 99: atom 1 (Sr): 0.70, atom 2 (B): 7.13, atom 3 (H): -1.45, atom 4 (H): -1.12, atom 5 (H): -0.84, atom 6 (H): -1.60, atom 7 (C): -1.13, atom 8 (C): -0.24, atom 9 (O): -0.42, atom 10 (H): 0.08, atom 11 (H): 0.34, atom 12 (H): 0.43, atom 13 (H): 0.34, atom 14 (H): 0.37, atom 15 (H): 0.05, atom 16 (C): -1.00, atom 17 (C): -0.34, atom 18 (O): 0.36, atom 19 (H): 0.29, atom 20 (H): 0.10, atom 21 (H): 0.38, atom 22 (H): 0.36, atom 23 (H): 0.24, atom 24 (H): -0.25, atom 25 (C): -1.20, atom 26 (C): 0.52, atom 27 (O): -0.62, atom 28 (H): 0.30, atom 29 (H): 0.34, atom 30 (H): 0.18, atom 31 (H): -0.40, atom 32 (H): 0.43, atom 33 (H): 0.22, atom 34 (C): -1.62, atom 35 (C): 1.08, atom 36 (O): -0.55, atom 37 (H): 0.43, atom 38 (H): 0.40, atom 39 (H): 0.29, atom 40 (H): 0.00, atom 41 (H): -0.42, atom 42 (H): 0.32, atom 43 (C): -0.99, atom 44 (C): -0.24, atom 45 (O): -0.15, atom 46 (H): 0.07, atom 47 (H): 0.49, atom 48 (H): 0.21, atom 49 (H): 0.48, atom 50 (H): 0.11, atom 51 (H): -0.69, atom 52 (C): -0.97, atom 53 (C): 0.15, atom 54 (O): -0.38, atom 55 (H): 0.27, atom 56 (H): 0.45, atom 57 (H): 0.03, atom 58 (H): -0.14, atom 59 (H): 0.47, atom 60 (H): -0.93, atom 61 (C): -1.35, atom 62 (C): -0.20, atom 63 (O): 0.01, atom 64 (H): 0.27, atom 65 (H): 0.27, atom 66 (H): 0.44, atom 67 (H): 0.37, atom 68 (H): 0.34, atom 69 (H): -0.42, atom 70 (C): -1.29, atom 71 (C): 0.21, atom 72 (O): 0.17, atom 73 (H): 0.21, atom 74 (H): 0.31, atom 75 (H): 0.42, atom 76 (H): 0.04, atom 77 (H): 0.25, atom 78 (H): -0.14, atom 79 (C): -1.10, atom 80 (C): -0.25, atom 81 (O): -0.21, atom 82 (H): 0.27, atom 83 (H): 0.44, atom 84 (H): 0.17, atom 85 (H): 0.25, atom 86 (H): 0.37, atom 87 (H): 0.16, atom 88 (C): -0.73, atom 89 (C): 0.09, atom 90 (O): -0.39, atom 91 (H): 0.55, atom 92 (H): -0.37, atom 93 (H): 0.33, atom 94 (H): 0.53, atom 95 (H): -0.25, atom 96 (H): 0.17, atom 97 (C): -1.14, atom 98 (C): -0.30, atom 99 (O): 0.65



Among the records above, which one has the highest electronic energy? C22H70BO11Sr



Number 1 is which compound? C22H68N8O12